No. 1
This record from OMol25 describes C3H4O3 as an isolated structure. The level of theory is ωB97M-V/def2-TZVPD.

```
10
C3H4O3 | OMol25 | ωB97M-V/def2-TZVPD
O -1.28 -1.02 -0.06
C -0.13 0.00 -0.63
C 0.03 1.28 0.18
O 1.42 0.91 0.40
C 1.12 -0.39 0.01
O 1.72 -1.40 0.25
H -0.82 -1.83 0.25
H -1.53 -1.16 -0.99
H -0.52 1.34 1.13
H -0.06 2.20 -0.39
```

The energy relative to the best compared isomer or geometry (same formula, charge and spin) is 4.5251 eV. Its spin multiplicity is 1.

No. 2
This record from OMol25 describes a 2-piece molecular cluster, C6H15NO overall. The level of theory is ωB97M-V/def2-TZVPD.

```
23
C6H15NO | OMol25 | ωB97M-V/def2-TZVPD
C 1.20 0.23 1.27
C -0.27 0.35 0.97
C -0.76 1.73 0.62
C -1.24 -0.48 1.77
C -1.06 -1.02 0.38
O -0.42 -2.26 0.26
H 1.39 -0.46 2.10
H 1.66 1.17 1.56
H 1.74 -0.16 0.41
H -1.81 1.92 0.84
H -0.20 2.52 1.13
H -0.66 1.94 -0.45
H -2.20 -0.04 2.00
H -0.83 -1.06 2.59
H -1.96 -0.99 -0.23
H 0.22 -2.40 0.98
C 0.43 -0.58 -2.49
N 1.18 0.49 -1.90
H -0.64 -0.44 -2.40
H 0.67 -0.89 -3.51
H 0.59 -1.43 -1.70
H 0.78 1.40 -2.09
H 2.17 0.45 -2.12
```

The SMILES is CC1(C)C[C@@H]1O.CN. The energy relative to the best compared isomer or geometry (same formula, charge and spin) is 3.0936 eV. Its spin multiplicity is 1.

No. 3
This record from OMol25 describes C47H61BCdN3O2P2S as an isolated structure. The level of theory is ωB97M-V/def2-TZVPD.

```
118
C47H61BCdN3O2P2S | OMol25 | ωB97M-V/def2-TZVPD
Cd 0.88 0.00 0.01
C 0.50 3.66 1.73
N 0.37 3.09 3.06
C -0.64 2.09 3.26
P 0.01 0.40 2.73
C -1.21 -0.72 3.47
C -2.57 -0.46 3.36
C -3.50 -1.39 3.81
C -3.07 -2.57 4.38
C -1.72 -2.84 4.49
C -0.79 -1.94 4.02
C 1.44 0.30 3.86
C 2.69 0.51 3.31
C 3.82 0.45 4.10
C 3.71 0.17 5.45
C 2.46 -0.03 6.01
C 1.32 0.04 5.22
C 1.06 3.68 4.11
C 0.92 3.26 5.44
C 1.63 3.85 6.46
C 2.51 4.89 6.21
C 2.65 5.33 4.91
C 1.94 4.75 3.88
P -0.25 2.66 0.33
C 0.56 3.51 -1.07
C -0.14 4.05 -2.14
C 0.54 4.57 -3.23
C 1.93 4.54 -3.26
C 2.63 3.96 -2.22
C 1.96 3.44 -1.13
C -1.95 3.33 0.31
C -3.00 2.43 0.46
C -4.30 2.88 0.60
C -4.56 4.24 0.57
C -3.53 5.15 0.38
C -2.23 4.70 0.25
H 1.56 3.73 1.47
H 0.06 4.67 1.70
H -1.53 2.35 2.66
H -0.94 2.02 4.30
H -2.91 0.46 2.90
H -4.55 -1.18 3.70
H -3.80 -3.29 4.73
H -1.38 -3.77 4.93
H 0.27 -2.16 4.07
H 2.77 0.70 2.24
H 4.80 0.60 3.67
H 4.59 0.10 6.07
H 2.36 -0.23 7.07
H 0.35 -0.12 5.66
H 0.25 2.46 5.70
H 1.48 3.50 7.47
H 3.06 5.35 7.01
H 3.33 6.15 4.69
H 2.07 5.15 2.89
H -1.22 4.07 -2.12
H -0.01 4.99 -4.05
H 2.45 4.95 -4.11
H 3.71 3.90 -2.26
H 2.51 2.95 -0.34
H -2.78 1.37 0.51
H -5.10 2.18 0.74
H -5.57 4.60 0.71
H -3.73 6.21 0.36
H -1.41 5.39 0.11
C 5.53 1.32 0.10
C 5.05 0.38 -1.01
C 5.85 0.65 -2.28
O 3.65 0.71 -1.23
B 2.88 -0.25 -0.64
O 3.62 -1.29 -0.18
C 5.00 -1.12 -0.57
C 5.26 -2.10 -1.73
C 5.89 -1.50 0.60
H 5.35 2.35 -0.20
H 6.59 1.19 0.29
H 4.98 1.13 1.02
H 5.81 1.71 -2.51
H 5.46 0.10 -3.14
H 6.89 0.37 -2.13
H 4.62 -1.86 -2.58
H 5.01 -3.10 -1.40
H 6.30 -2.07 -2.02
H 5.56 -1.00 1.51
H 6.92 -1.24 0.40
H 5.82 -2.57 0.77
C -5.59 -3.00 -2.34
C -5.18 -3.67 -3.65
C -3.68 -3.88 -3.80
C -2.86 -2.59 -3.76
N -2.53 -2.22 -2.40
C -2.19 -1.06 -1.83
S -1.80 -1.13 -0.18
N -2.17 0.14 -2.44
C -2.28 0.48 -3.84
C -3.72 0.68 -4.36
C -4.25 2.10 -4.25
C -4.71 2.46 -2.84
H -6.68 -2.99 -2.26
H -5.24 -1.97 -2.29
H -5.19 -3.54 -1.48
H -5.55 -3.07 -4.49
H -5.67 -4.65 -3.71
H -3.50 -4.35 -4.77
H -3.32 -4.57 -3.03
H -3.43 -1.79 -4.23
H -1.93 -2.73 -4.32
H -2.43 -3.00 -1.76
H -2.00 0.91 -1.80
H -1.77 -0.29 -4.43
H -1.72 1.41 -3.98
H -4.39 0.01 -3.82
H -3.73 0.39 -5.41
H -5.10 2.20 -4.92
H -3.49 2.81 -4.58
H -5.47 1.75 -2.50
H -5.16 3.45 -2.83
H -3.88 2.44 -2.13
```

The charge is +1. Its spin multiplicity is 1.

No. 4
This record from OMol25 describes C18H26NO9S2 as an isolated structure. The level of theory is ωB97M-V/def2-TZVPD.

```
56
C18H26NO9S2 | OMol25 | ωB97M-V/def2-TZVPD
C 5.29 -0.41 -0.27
C 4.51 -1.30 -1.22
C 5.06 -2.73 -1.26
S 4.81 -3.73 0.23
O 6.13 -3.82 0.81
O 3.82 -3.11 1.07
N 4.39 -5.14 -0.41
S 2.94 -5.70 -0.03
O 2.73 -5.91 1.38
O 2.67 -6.83 -0.89
O 3.15 -1.19 -0.87
C 2.28 -1.76 -1.80
C 0.92 -1.96 -1.17
C 0.49 -1.06 -0.19
C -0.75 -1.22 0.43
C -1.56 -2.29 0.06
C -1.14 -3.17 -0.93
C 0.10 -3.01 -1.55
H 4.89 0.59 -0.33
H 6.34 -0.44 -0.54
H 5.16 -0.78 0.74
H 4.66 -0.89 -2.23
H 4.67 -3.27 -2.11
H 6.14 -2.66 -1.37
H 2.06 -4.75 -0.43
H 2.17 -1.12 -2.69
H 2.62 -2.74 -2.15
H 1.10 -0.24 0.13
H -1.04 -0.54 1.20
H -2.51 -2.43 0.56
H -1.76 -4.00 -1.23
H 0.42 -3.72 -2.30
O -2.17 1.94 1.89
C -1.46 2.40 1.04
O -0.30 1.83 0.66
C 0.37 2.66 -0.30
C -0.73 3.53 -0.91
C -1.69 3.68 0.26
H 1.12 3.25 0.22
H 0.86 2.02 -1.03
H -0.36 4.47 -1.32
H -1.22 2.98 -1.72
H -1.44 4.53 0.90
H -2.73 3.75 -0.05
O -4.75 4.03 -0.68
C -5.26 3.97 0.40
O -5.50 5.07 1.15
C -6.01 4.69 2.44
C -6.60 3.30 2.24
C -5.69 2.73 1.15
H -5.18 4.69 3.15
H -6.75 5.42 2.76
H -6.62 2.71 3.16
H -7.62 3.38 1.87
H -4.80 2.26 1.56
H -6.20 2.04 0.49
```

The energy relative to the best compared isomer or geometry (same formula, charge and spin) is 0.0000 eV. The charge is -1. Its spin multiplicity is 1.

Going through the records in order, we get M values of 88.06 117.19 917.26 464.54 u.
Going through the records in order, we get gap between HOMO and LUMO values of 8.7 9.4 7.7 7.7 eV.